Entry 1:
The following is a quantum chemistry calculation of a molecular structure, C34H53IrN5O11P2SSi, from the OMol25 dataset.

Computed properties:
Spin multiplicity: 2
Relative energy (zero: lowest compared OMol25 entry of this formula, charge and spin) in kJ/mol: 156.3
Net charge: +2
Expectation value of S²: 0.754
Frontier orbital gap (alpha / beta) in eV: 6.59 / 3.84

```
108
C34H53IrN5O11P2SSi (ωB97M-V/def2-TZVPD)
Ir -0.50 -0.39 0.24
C -0.89 0.97 4.27
C -1.36 0.05 3.21
O -0.59 -0.38 2.31
N -2.61 -0.40 3.23
C -3.07 -1.35 2.22
C -3.52 -0.67 0.96
C -4.88 -0.52 0.73
C -5.33 0.18 -0.38
C -4.39 0.73 -1.23
C -3.06 0.53 -0.96
N -2.61 -0.18 0.10
H -0.47 1.85 3.79
H -0.04 0.50 4.79
H -1.67 1.22 4.98
H -3.24 -0.09 3.95
H -3.90 -1.91 2.64
H -2.27 -2.05 2.01
H -5.58 -0.94 1.44
H -6.39 0.31 -0.56
H -4.67 1.31 -2.09
H -2.31 0.96 -1.61
C 4.03 1.82 0.47
C 3.64 0.93 1.63
O 4.84 0.51 2.27
P 2.79 -0.60 1.14
O 3.82 -1.39 0.25
O 2.55 -1.36 2.47
O 1.52 -0.51 0.30
P 2.51 1.72 2.86
O 3.35 2.93 3.47
O 2.36 0.61 3.90
O 1.32 2.25 2.15
H 4.71 1.29 -0.20
H 4.53 2.70 0.85
H 3.14 2.13 -0.08
H 4.64 0.04 3.09
H 3.50 -2.25 -0.05
H 2.40 -0.60 3.23
H 3.97 2.66 4.17
C -1.49 -4.64 0.92
C -0.22 -3.84 1.12
C -0.09 -3.34 2.54
C 1.00 -4.67 0.75
O -0.29 -2.64 0.16
Si 0.11 -2.79 -1.47
S -0.37 -0.71 -1.95
O 1.68 -3.03 -1.65
C 2.56 -3.21 -2.82
C 2.97 -1.83 -3.29
C 1.84 -3.98 -3.91
C 3.75 -4.01 -2.31
O -0.81 -3.80 -2.28
C -2.12 -3.89 -2.90
C -2.46 -5.36 -2.98
C -2.01 -3.28 -4.29
C -3.14 -3.13 -2.05
H -1.49 -5.47 1.62
H -1.55 -5.04 -0.09
H -2.38 -4.03 1.12
H 0.26 -4.17 3.16
H -1.04 -3.01 2.97
H 0.65 -2.54 2.62
H 1.06 -5.51 1.45
H 1.92 -4.09 0.84
H 0.93 -5.09 -0.25
H 2.10 -1.27 -3.65
H 3.68 -1.91 -4.12
H 3.44 -1.26 -2.49
H 1.00 -3.41 -4.31
H 1.47 -4.94 -3.54
H 2.53 -4.18 -4.73
H 4.30 -3.47 -1.53
H 4.45 -4.18 -3.12
H 3.44 -4.97 -1.91
H -1.68 -5.90 -3.52
H -3.40 -5.50 -3.51
H -2.56 -5.80 -1.98
H -1.29 -3.83 -4.89
H -1.70 -2.23 -4.24
H -2.98 -3.32 -4.79
H -3.14 -3.51 -1.03
H -4.14 -3.26 -2.47
H -2.92 -2.06 -2.04
N 1.00 6.55 -0.41
C 0.76 7.87 -0.10
C 1.43 9.05 -0.42
C 0.88 10.22 0.07
C -0.29 10.22 0.85
C -0.95 9.05 1.17
C -0.41 7.86 0.68
N -0.85 6.56 0.85
C 0.01 5.82 0.19
C -0.11 4.38 0.13
C 0.71 3.56 -0.65
C 0.53 2.20 -0.63
N -0.43 1.61 0.10
C -1.23 2.39 0.86
C -1.10 3.75 0.89
H 1.79 6.21 -0.92
H 2.33 9.06 -1.02
H 1.36 11.16 -0.15
H -0.68 11.16 1.21
H -1.85 9.05 1.77
H 1.50 3.96 -1.27
H 1.17 1.54 -1.21
H -1.98 1.89 1.44
H -1.76 4.36 1.50
```

***

Entry 2:
The following is a quantum chemistry calculation of a molecular structure, C35H36CrN3O3P2, from the OMol25 dataset.

Computed properties:
Spin multiplicity: 5
Relative energy (zero: lowest compared OMol25 entry of this formula, charge and spin) in kJ/mol: 63.0
Net charge: +1
Expectation value of S²: 6.025
Frontier orbital gap (alpha / beta) in eV: 7.42 / 7.53

```
80
C35H36CrN3O3P2 (ωB97M-V/def2-TZVPD)
Cr 0.34 0.48 -0.91
C -3.06 0.05 -3.30
C -1.76 -0.23 -2.60
O -1.55 0.37 -1.46
C -0.93 -1.24 -3.20
C -1.54 -2.18 -4.09
C -0.85 -3.22 -4.72
C 0.54 -3.20 -4.66
C 1.19 -2.26 -3.92
C 0.57 -1.29 -3.13
O 1.33 -0.49 -2.49
H -3.54 0.93 -2.93
H -3.81 -0.73 -3.04
H -2.87 0.11 -4.39
H -2.58 -2.07 -4.25
H -1.46 -3.95 -5.22
H 1.10 -3.90 -5.29
H 2.28 -2.21 -3.84
C 0.30 -0.86 3.53
N 0.18 -0.47 2.16
P 0.51 -1.34 0.70
C 2.14 -2.09 0.62
C 2.34 -3.00 -0.42
C 3.63 -3.45 -0.72
C 4.73 -2.84 -0.14
C 4.54 -2.00 0.96
C 3.26 -1.65 1.34
C -0.65 -2.76 0.75
C -1.93 -2.88 0.25
C -2.59 -4.07 0.37
C -2.02 -5.14 1.09
C -0.79 -4.99 1.65
C -0.08 -3.78 1.48
P 0.10 1.13 1.46
C 1.26 2.14 2.36
C 2.46 2.49 1.80
C 3.39 3.30 2.48
C 3.16 3.67 3.79
C 1.94 3.28 4.39
C 1.01 2.52 3.69
C -1.50 1.83 1.81
C -1.70 3.23 1.98
C -2.91 3.71 2.52
C -3.93 2.81 2.80
C -3.77 1.44 2.53
C -2.63 1.03 1.91
H 0.35 -1.98 3.64
H -0.56 -0.54 4.09
H 1.26 -0.44 3.99
H 1.48 -3.29 -1.04
H 3.76 -4.22 -1.47
H 5.77 -2.95 -0.44
H 5.41 -1.57 1.49
H 3.13 -1.03 2.28
H -2.40 -1.99 -0.18
H -3.55 -4.23 -0.14
H -2.56 -6.05 1.27
H -0.29 -5.77 2.22
H 0.88 -3.65 1.92
H 2.63 2.12 0.77
H 4.15 3.77 1.89
H 3.86 4.22 4.40
H 1.63 3.63 5.34
H 0.03 2.25 4.16
H -0.88 3.94 1.74
H -3.05 4.77 2.75
H -4.83 3.05 3.35
H -4.54 0.71 2.77
H -2.55 0.00 1.57
C -1.08 5.03 -2.50
N -0.06 4.18 -1.88
C 0.37 3.02 -2.47
N 0.16 2.92 -3.81
O 1.01 2.12 -1.80
H -1.23 5.87 -1.83
H -2.03 4.46 -2.74
H -0.71 5.36 -3.51
H -0.15 4.07 -0.89
H -0.04 3.75 -4.35
H 0.76 2.25 -4.31
```

***

Entry 3:
The following is a quantum chemistry calculation of 2 unconnected molecules or ions with the total composition C2H4NS, from the OMol25 dataset.

Computed properties:
Spin multiplicity: 1
Relative energy (zero: lowest compared OMol25 entry of this formula, charge and spin) in kJ/mol: 825.5
Net charge: +1
Frontier orbital gap (alpha / beta) in eV: 6.48 / 8.06

```
8
C2H4NS (ωB97M-V/def2-TZVPD)
C 0.10 -1.11 0.96
C 0.73 0.81 -1.43
N -1.06 -0.38 1.45
S 2.03 0.24 -2.21
H -1.81 -0.99 1.71
H -1.61 0.03 0.65
H -0.54 0.24 2.10
H 2.17 1.17 -3.23
```

***

Entry 4:
The following is a quantum chemistry calculation of 2 unconnected molecules or ions with the total composition C4H9N2O, from the OMol25 dataset.

Computed properties:
Spin multiplicity: 1
Relative energy (zero: lowest compared OMol25 entry of this formula, charge and spin) in kJ/mol: 260.6
Net charge: +1
Frontier orbital gap in eV: 9.14

```
16
C4H9N2O (ωB97M-V/def2-TZVPD)
C -1.03 0.88 1.46
C -1.78 0.50 0.26
C 0.01 -0.70 0.45
C 0.90 -1.82 0.28
N -0.02 0.11 1.51
N 1.13 1.05 -1.38
O -1.12 -0.55 -0.29
H -1.06 1.72 2.15
H -2.85 0.10 0.41
H -1.81 1.26 -0.53
H 1.49 -1.99 1.08
H 1.42 -1.56 -0.69
H 0.31 -2.68 0.10
H 0.84 1.88 -1.85
H 1.58 0.42 -2.12
H 1.98 1.37 -0.84
```

***

Entry 5:
The following is a quantum chemistry calculation of a single C3H4N2S molecule, from the OMol25 dataset.

Computed properties:
Spin multiplicity: 1
Relative energy (zero: lowest compared OMol25 entry of this formula, charge and spin) in kJ/mol: 489.3
Frontier orbital gap (alpha / beta) in eV: 8.45 / 5.88

```
10
C3H4N2S (ωB97M-V/def2-TZVPD)
C 0.17 -1.01 0.46
C -0.62 -1.27 -0.58
C 0.75 1.45 0.67
N 0.69 0.07 1.05
N -1.12 -1.55 -1.61
S -0.27 2.05 -0.74
H 0.31 -2.00 1.12
H 0.55 2.18 1.55
H 1.64 1.70 0.10
H -2.10 -1.63 -2.04
```

***

Entry 6:
The following is a quantum chemistry calculation of 3 unconnected molecules or ions with the total composition C15H34ClFO8S2, from the OMol25 dataset.

Computed properties:
Spin multiplicity: 1
SMILES string: COC[C@@H](OCC[C@@H](C)Cl)[C@H](C)F.CCOS(C)(=O)=O.CCOS(C)(=O)=O
Frontier orbital gap in eV: 9.86

```
61
C15H34ClFO8S2 (ωB97M-V/def2-TZVPD)
C -4.52 -2.05 1.21
O -3.33 -1.91 0.46
C -3.57 -1.46 -0.86
C -3.54 0.09 -1.04
O -4.73 0.63 -0.48
C -5.79 0.69 -1.42
C -7.16 0.23 -0.83
C -7.78 1.21 0.21
C -7.28 0.90 1.68
Cl -7.62 2.96 -0.22
C -2.25 0.75 -0.49
C -2.14 0.78 1.05
F -2.32 2.10 -0.92
H -5.27 -2.72 0.73
H -4.23 -2.56 2.16
H -4.96 -1.08 1.53
H -2.85 -1.98 -1.53
H -4.59 -1.82 -1.15
H -3.53 0.27 -2.14
H -5.83 1.74 -1.80
H -5.62 0.06 -2.33
H -6.98 -0.75 -0.35
H -7.88 0.03 -1.65
H -8.87 1.00 0.23
H -6.86 -0.12 1.75
H -6.57 1.70 1.96
H -8.18 0.91 2.34
H -1.38 0.31 -1.00
H -3.09 0.58 1.58
H -1.64 1.69 1.44
H -1.46 -0.06 1.33
C 3.57 -1.70 2.15
C 4.12 -0.32 2.44
O 3.72 0.64 1.44
S 2.23 1.23 1.50
C 2.47 2.56 0.36
O 1.99 1.77 2.81
O 1.33 0.28 0.90
H 2.48 -1.72 2.26
H 3.99 -2.43 2.84
H 3.80 -2.00 1.13
H 3.82 0.03 3.43
H 5.21 -0.35 2.42
H 3.19 3.26 0.79
H 1.51 3.05 0.22
H 2.83 2.16 -0.58
C 8.85 -1.67 -2.45
C 8.51 -0.28 -1.94
O 7.11 0.01 -2.08
S 6.10 -0.62 -1.00
C 4.70 0.37 -1.41
O 6.55 -0.28 0.32
O 5.82 -1.98 -1.37
H 8.41 -2.44 -1.82
H 9.93 -1.82 -2.47
H 8.45 -1.82 -3.46
H 8.83 -0.15 -0.91
H 9.04 0.46 -2.54
H 4.93 1.41 -1.18
H 3.86 0.03 -0.81
H 4.48 0.25 -2.47
```

***

Entry 7:
The following is a quantum chemistry calculation of 5 unconnected molecules or ions with the total composition C17H27NO11, from the OMol25 dataset.

Computed properties:
Spin multiplicity: 1
SMILES string: CCOC(C)=O.O=C1OCCO1.O=C1OCCO1.O=C1OCCO1.CCCC#N
Frontier orbital gap in eV: 10.54

```
56
C17H27NO11 (ωB97M-V/def2-TZVPD)
C -3.53 -6.69 -0.21
C -3.93 -5.35 -0.90
O -4.82 -4.71 0.06
C -5.31 -3.49 -0.09
C -6.19 -3.06 1.17
O -5.00 -2.67 -0.99
H -4.25 -7.50 -0.35
H -3.44 -6.69 0.88
H -2.55 -6.93 -0.62
H -2.99 -4.81 -1.03
H -4.44 -5.43 -1.86
H -7.11 -3.63 1.32
H -6.45 -2.06 0.82
H -5.54 -3.22 2.04
O 3.10 6.10 6.08
C 2.97 5.26 5.15
O 2.13 4.29 5.22
C 1.71 3.98 3.95
C 2.83 4.54 3.02
O 3.62 5.22 3.91
H 1.55 2.92 3.74
H 0.75 4.48 3.77
H 2.50 5.21 2.23
H 3.45 3.72 2.64
O -0.68 3.00 -3.21
C -1.88 3.08 -2.92
O -2.51 1.86 -2.64
C -3.90 2.12 -2.28
C -3.77 3.60 -1.85
O -2.70 4.12 -2.60
H -4.54 2.03 -3.15
H -4.19 1.53 -1.41
H -3.60 3.58 -0.77
H -4.67 4.20 -2.01
O 5.26 1.11 -1.43
C 6.27 1.23 -2.20
O 7.05 2.20 -2.28
C 8.44 1.81 -2.57
C 8.15 0.62 -3.39
O 6.83 0.22 -2.87
H 8.95 2.48 -3.26
H 8.97 1.52 -1.66
H 8.86 -0.16 -3.12
H 8.17 0.86 -4.45
C -0.97 -0.35 1.58
C -0.80 -1.81 1.02
C 0.63 -2.26 0.55
C 0.49 -3.50 -0.28
N 0.48 -4.47 -0.93
H -0.53 -0.42 2.57
H -2.02 -0.05 1.61
H -0.35 0.24 0.91
H -1.34 -1.61 0.09
H -1.41 -2.49 1.61
H 1.22 -2.30 1.46
H 1.03 -1.45 -0.06
```

***

Entry 8:
The following is a quantum chemistry calculation of a molecular structure, C2H5NO2, from the OMol25 dataset.

Computed properties:
Spin multiplicity: 1
Relative energy (zero: lowest compared OMol25 entry of this formula, charge and spin) in kJ/mol: 312.9
Frontier orbital gap in eV: 8.69

```
10
C2H5NO2 (ωB97M-V/def2-TZVPD)
N 1.50 -0.05 0.25
C 0.31 -0.56 -0.06
O 0.15 -1.78 -0.48
C -0.96 0.10 -0.13
O -0.95 1.50 -0.25
H 2.34 -0.48 -0.12
H 1.53 0.93 0.46
H -0.90 -1.25 -0.84
H -1.65 -0.29 0.63
H -1.35 1.88 0.53
```

***

Entry 9:
The following is a quantum chemistry calculation of 2 unconnected molecules or ions with the total composition C11H13BN3O4, from the OMol25 dataset.

Computed properties:
Spin multiplicity: 1
Relative energy (zero: lowest compared OMol25 entry of this formula, charge and spin) in kJ/mol: 547.8
Net charge: -1
Frontier orbital gap in eV: 6.14

```
32
C11H13BN3O4 (ωB97M-V/def2-TZVPD)
C 2.71 1.42 0.23
C 1.75 0.73 0.06
B 0.66 -0.26 -0.25
C 0.08 -1.17 0.89
C -0.52 -0.30 1.97
O 0.04 -0.11 3.01
N -1.76 0.37 1.71
C -2.56 -0.15 0.60
C -1.58 1.82 1.66
C 0.17 -0.31 -1.74
C -0.13 0.86 -2.44
C -0.55 0.73 -3.76
C -0.63 -0.53 -4.32
N -0.36 -1.68 -3.69
C 0.02 -1.52 -2.41
H 3.49 2.14 0.12
H -0.62 -1.92 0.52
H 0.93 -1.72 1.30
H -3.60 0.09 0.79
H -2.25 0.29 -0.35
H -2.49 -1.22 0.52
H -0.55 2.10 1.86
H -1.89 2.23 0.70
H -2.18 2.30 2.43
H -0.03 1.83 -1.98
H -0.81 1.60 -4.36
H -0.93 -0.62 -5.36
H 0.23 -2.43 -1.86
N 3.34 -1.14 3.54
O 2.92 -1.88 2.62
O 3.83 -0.02 3.27
O 3.28 -1.53 4.72
```

***

Entry 10:
The following is a quantum chemistry calculation of a gas-phase ion, C6H10NO (charge -1), from the OMol25 dataset.

Computed properties:
Spin multiplicity: 1
Relative energy (zero: lowest compared OMol25 entry of this formula, charge and spin) in kJ/mol: 469.2
Net charge: -1
Frontier orbital gap in eV: 4.99

```
18
C6H10NO (ωB97M-V/def2-TZVPD)
C 0.14 1.03 2.47
O 0.16 2.40 2.53
C 0.62 0.44 1.13
C -0.20 0.82 -0.13
C 0.20 0.38 -1.49
C -0.54 -0.83 -2.07
N -0.94 -2.21 -1.78
C 0.32 -2.32 -1.31
H -0.92 0.65 2.65
H 0.73 0.51 3.32
H 0.70 -0.72 1.19
H 1.64 0.83 0.93
H -1.22 0.41 0.08
H -0.34 1.91 -0.02
H 0.69 1.09 -2.23
H -0.97 -0.59 -3.01
H 1.18 -2.50 -1.95
H 0.57 -2.44 -0.28
```

***

Entry 11:
The following is a quantum chemistry calculation of a molecular structure, C2H2BrFO, from the OMol25 dataset.

Computed properties:
Spin multiplicity: 1
Relative energy (zero: lowest compared OMol25 entry of this formula, charge and spin) in kJ/mol: 78.1
Frontier orbital gap in eV: 10.49

```
7
C2H2BrFO (ωB97M-V/def2-TZVPD)
C 0.46 -0.31 -0.44
C -0.13 -2.17 0.14
O -0.52 -2.62 1.15
F -0.08 -2.88 -0.98
Br 2.31 -0.10 0.21
H 0.27 -0.24 -1.47
H -0.31 0.46 0.04
```

***

Entry 12:
The following is a quantum chemistry calculation of 3 unconnected molecules or ions with the total composition C4H11NO2, from the OMol25 dataset.

Computed properties:
Spin multiplicity: 1
Relative energy (zero: lowest compared OMol25 entry of this formula, charge and spin) in kJ/mol: 180.3
SMILES string: C=C/C=C/N.O.O
Frontier orbital gap in eV: 8.07

```
18
C4H11NO2 (ωB97M-V/def2-TZVPD)
C -0.50 -4.74 -1.02
C -0.63 -3.50 -0.57
C 0.29 -2.85 0.36
C 0.16 -1.55 0.63
N 0.90 -0.84 1.54
H -1.15 -5.25 -1.72
H 0.35 -5.33 -0.68
H -1.47 -2.89 -0.88
H 1.00 -3.51 0.83
H -0.68 -1.01 0.22
H 0.88 0.16 1.48
H 1.77 -1.20 1.86
O 0.70 6.13 -0.42
H 1.32 6.87 -0.50
H 0.49 5.88 -1.33
O -1.14 3.83 -0.27
H -0.85 4.69 0.07
H -0.32 3.37 -0.43
```

***

Values of maximum force, in order: 0.8; 3.9; 2.2; 4.3; 4.2; 2.0; 7.0; 0.4; 1.3; 4.4; 4.9; 1.3, all in eV/A.